5 unconnected molecules or ions with the total composition C11H29IN8O8S at a distorted geometry. Source: the Open Molecules 2025 dataset; level of theory: ωB97M-V with the def2-TZVPD basis set.

## Properties
Net charge: 0
HOMO level (eV): -8.9092
Electronic energy (hartree): -2172.4547
Molar mass (g mol⁻¹): 560.37
Kohn-Sham gap (eV): 8.83

Each line ends with the Mulliken charge.
Cartesian coordinates (Å):
H  5.295  -4.374  -1.206  0.156
H  -2.045  -2.111  3.412  0.222
C  2.894  3.488  -2.919  1.081
O  -3.369  -0.774  5.030  -0.668
O  -7.753  -2.982  6.029  -0.649
H  1.711  5.405  -2.353  0.306
C  0.105  -1.417  1.339  0.588
H  6.119  2.978  -2.517  0.256
N  -2.950  -2.503  3.630  -0.273
H  2.157  -2.789  -1.071  0.111
C  -0.190  2.059  -2.434  -0.218
H  -5.243  -3.250  4.350  0.135
H  0.088  -0.551  -0.563  0.109
C  3.794  -3.277  -2.158  0.677
H  2.646  5.515  -3.927  0.402
C  -0.030  1.402  -3.903  0.236
I  0.919  -0.564  -4.073  0.075
H  4.096  3.565  -4.831  0.288
H  1.604  -0.891  2.591  0.195
H  -8.529  -1.556  7.900  0.222
C  4.282  3.658  -3.703  -0.924
C  2.013  4.815  -3.278  -1.306
H  3.323  -3.697  -0.167  0.148
N  -4.931  -2.392  4.766  -0.275
S  1.638  2.814  -0.734  0.576
N  1.231  -0.740  1.668  -0.256
H  -10.111  -1.264  4.772  0.164
H  -1.213  1.728  -2.053  0.354
H  -0.178  3.190  -2.564  0.263
H  -3.225  -3.363  3.192  0.149
C  5.405  2.581  -3.315  -0.512
H  5.663  0.374  -3.116  0.355
N  -0.356  -1.177  0.086  -0.263
H  4.755  1.139  -1.715  0.184
O  3.053  3.315  -1.486  -0.365
H  3.886  0.826  -3.387  0.020
N  -9.365  -1.932  4.839  -0.382
H  2.345  2.604  -3.416  -0.191
O  0.897  1.567  -1.596  -0.172
C  -8.657  -2.163  5.973  0.669
H  6.030  2.396  -4.267  0.321
C  4.844  1.146  -2.864  -0.628
O  -0.405  1.978  -4.940  -0.520
O  2.124  2.134  0.534  -0.544
H  1.074  4.572  -3.876  0.284
N  3.044  -3.264  -1.028  -0.308
N  -9.032  -1.413  7.039  -0.393
N  4.978  -3.929  -2.048  -0.411
C  -3.726  -1.822  4.509  0.666
H  4.669  4.717  -3.508  0.382
H  -9.116  -2.469  4.025  0.214
O  3.431  -2.742  -3.196  -0.574
O  -0.453  -2.185  2.112  -0.817
H  -5.536  -1.917  5.414  0.128
H  -9.772  -0.735  7.014  0.161
H  5.563  -3.960  -2.866  0.229
H  -1.192  -1.661  -0.196  0.185
H  1.704  -0.103  1.049  0.142

Atoms 1-3, force components in eV/Å:
-0.06 0.05 -0.05
-0.06 -0.22 -0.16
-0.74 1.21 -2.75